(1)
Density functional theory data (wB97M-V/def2-TZVPD) for a molecular structure, C3H8N2O.

Structure (XYZ):
```
14
Properties=species:S:1:pos:R:3
C 0.6858 -0.2676 0.4224
C -1.8494 -0.5421 -0.5216
C -0.9597 0.3287 0.3097
N 2.7030 0.0898 -0.2085
O 0.9827 0.6650 -0.4766
N -1.2151 1.3422 0.9846
H 3.3170 0.8074 0.1835
H 3.1221 -0.2745 -1.0654
H -2.2054 1.5923 1.0302
H 0.9676 -0.1399 1.4701
H 0.6581 -1.3077 0.0754
H -1.6204 -1.5962 -0.3682
H -1.6893 -0.3154 -1.5757
H -2.8971 -0.3820 -0.2600
```

Its energy above the lowest of the compared OMol25 structures with the same formula, charge and spin is 141.0 kcal/mol. The gap between HOMO and LUMO (spin up / spin down) is 8.7 / 8.7 eV.

=====

(2)
Density functional theory data (wB97M-V/def2-TZVPD) for 2 unconnected molecules or ions with the total composition C5H14N2.

Structure (XYZ):
```
21
Properties=species:S:1:pos:R:3
C 1.0380 0.3264 0.2849
C 2.4267 -0.1345 -0.1526
N 0.8081 1.7097 -0.0223
H 1.0732 1.9278 -0.9759
H 0.4132 2.2424 0.7603
H 0.9292 0.1570 1.3685
H -1.2317 1.0326 1.2622
H 3.1703 0.4513 0.3863
H 2.6144 -1.1751 0.0999
H 2.5573 0.0097 -1.2252
C -0.0940 -1.9089 -0.1339
N -0.0651 -0.4716 -0.3440
C -1.8763 0.3688 0.6829
C -2.6734 0.9292 -0.3116
H -0.5177 -0.0529 -1.1493
H -2.3281 -0.3353 1.3788
H -0.3320 -2.1402 0.9101
H -0.8391 -2.3474 -0.7951
H 0.8587 -2.3748 -0.3796
H -2.2308 1.1938 -1.2659
H -3.7009 0.5921 -0.3785
```

Its SMILES is CN[C@@H](C)N.C=C. Its energy above the lowest of the compared OMol25 structures with the same formula, charge and spin is 88.9 kcal/mol. The gap between HOMO and LUMO is 8.1 eV.

=====

(3)
Density functional theory data (wB97M-V/def2-TZVPD) for 10 unconnected molecules or ions with the total composition C30H77B4F16N5O6.

Structure (XYZ):
```
138
Properties=species:S:1:pos:R:3
C -1.8345 2.0612 -6.8038
C -0.3568 1.5616 -6.5755
C -0.3857 0.0989 -6.0450
N 1.0337 -0.4136 -5.6523
C 2.0484 -0.3694 -6.7943
C 1.5612 0.3210 -4.4156
C 2.5299 -0.6454 -3.8116
C 2.1109 -2.0941 -4.3528
C 0.9343 -1.9336 -5.2889
H -2.3096 1.5672 -7.6513
H -1.8043 3.0713 -7.2125
H -2.4479 2.1456 -5.9067
H 0.0800 2.1199 -5.7475
H 0.2707 1.5695 -7.4668
H -0.6188 -0.5200 -6.9114
H -1.0766 -0.1378 -5.2358
H 2.9666 -0.8637 -6.4771
H 2.3090 0.6486 -7.0840
H 1.6630 -0.8054 -7.7159
H 1.9589 1.3093 -4.6461
H 0.6472 0.5107 -3.8529
H 3.5767 -0.4054 -3.9978
H 2.4346 -0.6256 -2.7260
H 2.9767 -2.5784 -4.8043
H 1.7307 -2.6490 -3.4950
H 0.8985 -2.4743 -6.2346
H 0.0844 -2.1416 -4.6388
C -5.9465 -4.7380 -0.5102
N -5.0264 -3.5356 -0.8519
C -4.7850 -2.7012 0.4609
C -3.5911 -3.9870 -1.2226
C -5.6261 -2.7372 -2.0445
C -7.1260 -2.3747 -1.9282
O -7.5008 -1.9399 -0.6528
H -5.8680 -5.4186 -1.3579
H -6.9865 -4.4804 -0.3099
H -5.4876 -5.2199 0.3531
H -4.1150 -1.8863 0.1867
H -4.2790 -3.4490 1.0715
H -5.5793 -2.1524 0.9670
H -2.8565 -3.2570 -1.5626
H -3.8109 -4.6673 -2.0454
H -3.0332 -4.4762 -0.4241
H -5.4410 -3.2666 -2.9791
H -5.0287 -1.8305 -1.9496
H -7.7176 -3.2761 -2.0882
H -7.4944 -1.6210 -2.6241
H -8.4425 -2.1263 -0.6607
C 0.9590 0.7932 0.9979
N 1.0072 -0.5075 1.7746
C 2.0542 -0.3314 2.9489
C -0.3516 -0.4643 2.4026
C 1.2912 -1.7531 0.9569
C 0.5596 -1.9302 -0.3405
O -0.8395 -1.8883 -0.2170
H 0.1593 0.7680 0.2578
H 1.8818 0.7434 0.4199
H 0.9883 1.6619 1.6557
H 1.8225 0.4879 3.6294
H 2.9601 -0.1539 2.3693
H 2.0613 -1.3281 3.3901
H -0.3454 0.3769 3.0958
H -0.6042 -1.4419 2.8132
H -1.1494 -0.3192 1.6742
H 1.0951 -2.5982 1.6168
H 2.3619 -1.8354 0.7698
H 0.7733 -2.8891 -0.8126
H 0.8301 -1.1691 -1.0724
H -1.2736 -1.5184 -0.9892
C 1.9706 0.6289 8.5190
N 3.1571 1.2733 7.7250
C 4.4239 1.0563 8.6422
C 3.3949 0.4848 6.4440
C 2.8987 2.7534 7.4724
C 1.8439 3.1937 6.3663
O 2.4000 2.9393 5.0742
H 2.1630 -0.4085 8.2451
H 1.0483 0.9014 8.0059
H 2.0045 0.8881 9.5771
H 4.4483 -0.0161 8.8357
H 4.3077 1.6095 9.5742
H 5.3088 1.3935 8.1025
H 4.1596 1.0572 5.9190
H 2.4482 0.4429 5.9054
H 3.7420 -0.5031 6.7468
H 3.9214 3.0391 7.2263
H 2.6607 3.1832 8.4454
H 1.4919 4.2212 6.4578
H 0.9233 2.6163 6.4512
H 1.9103 3.5680 4.5389
C 1.4225 2.9666 -1.4872
N 0.4754 4.1529 -1.2815
C -0.2758 4.3905 -2.6924
C -0.6177 3.6225 -0.2596
C 1.2200 5.3144 -0.6483
C 1.9122 6.2419 -1.6822
O 2.6947 5.5746 -2.6585
H 1.0052 2.1182 -2.0295
H 1.9709 2.5536 -0.6405
H 2.1897 3.3870 -2.1375
H -0.6983 5.3945 -2.7329
H -0.9557 3.5588 -2.8771
H 0.5186 4.3669 -3.4384
H -0.0875 3.6480 0.6923
H -1.0761 2.6511 -0.4452
H -1.2571 4.5001 -0.1642
H 1.8503 4.8565 0.1141
H 0.4717 5.8831 -0.0963
H 2.6265 6.8244 -1.1002
H 1.1359 6.8424 -2.1563
H 2.3213 5.6996 -3.5340
B 4.6399 0.7302 -0.4050
F 4.3188 1.3831 0.7677
F 3.6424 1.0550 -1.2937
F 5.9084 1.0474 -0.8970
F 4.7038 -0.6650 -0.0738
B -4.8110 -0.6659 3.6007
F -4.7019 -0.2925 4.9312
F -3.5462 -0.5746 3.0870
F -5.2474 -2.0103 3.4450
F -5.6013 0.2729 2.9608
B 1.1407 -2.9906 5.6203
F 1.1576 -3.9578 4.6319
F 0.0524 -2.1193 5.4451
F 1.0265 -3.6180 6.8214
F 2.2743 -2.2268 5.6484
B 3.2369 -6.0166 -1.1044
F 2.5758 -5.1765 -0.2510
F 3.9291 -6.8976 -0.2674
F 2.2912 -6.7950 -1.7696
F 4.1737 -5.4320 -1.9604
C -3.5206 0.5328 -2.5496
C -2.0312 -0.0017 -2.4823
O -1.9226 -1.1368 -2.8615
O -1.0949 0.6930 -2.0081
H -3.3297 1.6009 -2.6540
H -4.0939 0.3326 -1.6444
H -4.1251 0.1700 -3.3809
```

The gap between HOMO and LUMO is 7.4 eV.

=====

(4)
Density functional theory data (wB97M-V/def2-TZVPD) for a molecular structure, C30H38AuBN7S3.

Structure (XYZ):
```
80
Properties=species:S:1:pos:R:3
Au 11.5568 13.6163 13.2041
C 16.6173 14.1219 11.1162
C 15.4957 14.9207 10.5304
C 16.0607 16.0614 9.6750
C 14.6778 15.5709 11.6362
N 14.5386 14.0941 9.7643
C 14.0081 14.5624 8.5310
C 13.0715 13.6261 8.1932
N 13.0186 12.7436 9.2253
B 11.9132 11.6613 9.2176
N 12.2038 10.4842 10.0801
C 13.1628 9.5941 9.6432
C 13.4243 8.6837 10.6101
N 12.5317 8.9807 11.6708
C 11.8342 10.1274 11.3513
S 10.5064 10.7182 12.2579
C 12.5624 8.2261 12.9993
C 13.4923 7.0161 13.0871
C 11.1571 7.6740 13.3466
C 12.9811 9.2014 14.1477
N 10.5021 12.3039 9.4670
C 9.4350 11.6418 8.8841
C 8.3236 12.3209 9.2085
N 8.6997 13.3924 10.0103
C 10.0694 13.3761 10.1518
S 11.0203 14.5705 11.0607
C 7.6826 14.4009 10.5581
C 7.5763 14.0361 12.0410
C 6.3474 14.2261 9.9029
C 8.1351 15.8623 10.3076
C 13.9191 12.9782 10.1929
S 14.0837 12.2771 11.7492
H 17.3062 14.8477 11.5612
H 17.1825 13.6388 10.2936
H 16.2387 13.3565 11.7915
H 16.8145 16.5708 10.2553
H 15.2504 16.7559 9.4554
H 16.4960 15.6381 8.7586
H 15.2985 16.3854 12.1565
H 14.4508 14.8851 12.4206
H 13.7008 15.9292 11.2579
H 14.5684 15.2253 8.0080
H 12.4175 13.5178 7.3909
H 11.9383 11.2041 8.0984
H 13.7198 9.6876 8.6995
H 14.1651 7.9176 10.7430
H 13.1559 6.3916 12.2759
H 13.2958 6.5731 14.0692
H 14.5816 7.2351 12.9854
H 10.9232 6.7268 12.7951
H 10.3605 8.3300 13.1415
H 11.2561 7.4938 14.4162
H 14.0430 9.3394 14.0759
H 12.7707 8.8757 15.1992
H 12.4058 10.1670 14.0497
H 9.5216 10.7232 8.2494
H 7.2486 12.1786 8.9936
H 7.2758 12.9550 11.9812
H 6.8163 14.6689 12.4628
H 8.5458 14.1098 12.5882
H 5.8829 13.2957 10.1076
H 6.4238 14.3160 8.8158
H 5.6611 15.0568 10.2120
H 9.0954 16.1873 10.7763
H 7.2666 16.4651 10.6478
H 8.2166 16.0022 9.1993
N 13.5513 8.4680 21.4859
C 13.0874 9.0684 20.6050
C 12.5726 9.9339 19.5560
C 12.9470 11.2934 19.5249
C 12.6376 12.0891 18.4276
C 11.9451 11.5642 17.3358
C 11.4478 10.2178 17.4534
C 11.8401 9.4045 18.5076
C 11.7146 12.2785 16.1164
C 11.8077 12.8893 15.0468
H 13.5261 11.6705 20.3638
H 13.1252 13.0124 18.2799
H 10.8107 9.7189 16.6654
H 11.5868 8.3445 18.5057
```

As for the net charge: -1. The gap between HOMO and LUMO is 6.5 eV.

=====

| no. | largest force on an atom (eV/A) |
| --- | --- |
| 1 | 6.30 |
| 2 | 3.59 |
| 3 | 4.29 |
| 4 | 4.16 |